Entry 1:
The following is a DFT calculation (ωB97M-V with the def2-TZVPD basis set) of C40H41OPdSi3Te as an isolated structure.

Positions of all 87 atoms, in Å:
Te: 3.1907 -0.7007 1.7784
Pd: 0.9654 0.2853 0.6442
Si: -1.2697 -0.1281 -2.0960
Si: -0.3190 1.1489 2.3940
Si: 1.6735 2.4046 -0.0072
O: -0.1164 -0.0470 -0.9286
C: 0.1086 0.4456 -4.5492
C: 3.3522 -1.0641 4.7874
C: -3.0057 1.6481 -3.4637
C: -1.8451 0.0793 2.3701
C: -3.7402 -1.6026 -1.9647
C: 3.3229 -5.1438 -0.1707
C: 4.4216 -3.1875 0.6930
C: -1.9068 -2.5692 -0.7767
C: -3.1638 3.5199 -1.4239
C: -2.3729 2.3883 -1.2796
C: 2.9782 -1.5488 6.0353
C: 3.3576 2.7766 0.7010
C: -0.5393 2.8942 1.7558
C: 0.6977 0.1226 -5.7613
C: 3.1786 -2.5852 0.8573
C: -1.5331 3.7062 2.3073
C: 2.5799 -1.3716 3.6777
C: -4.5544 -2.6536 -1.5655
C: -3.8061 2.7711 -3.6137
C: -0.7572 5.5760 1.0146
C: 1.4548 -2.1799 3.7982
C: -1.6420 5.0389 1.9409
C: 0.7034 -1.1959 -6.1992
C: -2.3997 -1.5371 -1.5799
C: 0.1134 -2.1814 -5.4224
C: -3.8846 3.7104 -2.5939
C: -2.2764 1.4329 -2.2892
C: -0.4712 -1.8487 -4.2076
C: 0.5289 1.3488 4.0401
C: 0.3478 3.4319 0.8206
C: 1.5593 2.5590 -1.8482
C: 4.4870 -4.4745 0.1770
C: 2.0106 -3.2432 0.4945
C: 1.8600 -2.3581 6.1611
C: -4.0423 -3.6666 -0.7668
C: 1.1003 -2.6779 5.0412
C: -0.4802 -0.5313 -3.7411
C: 2.0877 -4.5282 -0.0187
C: -2.7120 -3.6241 -0.3721
C: 0.2286 4.7764 0.4579
H: -0.8404 6.6146 0.7229
H: 1.0461 -2.7582 0.5867
H: 3.3766 -6.1476 -0.5700
H: 0.8999 5.2129 -0.2748
H: -0.8634 -2.5468 -0.4798
H: 0.8487 -2.4265 2.9340
H: -4.6771 -4.4864 -0.4564
H: 0.5096 2.5147 -2.1372
H: -1.9477 -0.4775 3.3026
H: -4.5064 4.5884 -2.7131
H: -3.2167 4.2491 -0.6251
H: 3.5720 -1.3007 6.9046
H: 0.7675 0.4381 4.5789
H: 1.1822 -5.0476 -0.3034
H: -0.1837 1.9253 4.6430
H: 1.5825 -2.7480 7.1311
H: 1.1554 -1.4504 -7.1492
H: 3.4603 2.4825 1.7453
H: 4.1778 2.3453 0.1262
H: -4.1637 -0.8167 -2.5804
H: -1.8220 2.2459 -0.3596
H: 3.4482 3.8678 0.6558
H: -2.9358 0.9374 -4.2808
H: 0.1018 -3.2082 -5.7647
H: -2.7074 0.7404 2.2472
H: -2.2320 3.3065 3.0358
H: -5.5913 -2.6822 -1.8748
H: -2.3071 -4.4174 0.2451
H: 5.4493 -4.9509 0.0478
H: 1.1429 0.8979 -6.3718
H: -2.4147 5.6593 2.3759
H: -4.3643 2.9186 -4.5293
H: 1.4289 1.9568 3.9340
H: 0.2275 -3.3104 5.1367
H: 2.1114 1.8006 -2.4027
H: -0.9357 -2.6300 -3.6160
H: 4.2369 -0.4465 4.6933
H: -1.8663 -0.6262 1.5364
H: 0.0844 1.4862 -4.2437
H: 1.9628 3.5410 -2.1187
H: 5.3324 -2.6669 0.9606

Calculated values
Electronic energy   -2888.35443 a.u.
Net charge   +1
HOMO-LUMO gap   6.77 eV
Energy above the lowest of the compared OMol25 structures with the same formula, charge and spin   0.063 eV

Entry 2:
The following is a DFT calculation (ωB97M-V with the def2-TZVPD basis set) of a 6-piece molecular cluster, C28H68Cl4N4 overall.

Positions of all 104 atoms, in Å:
Cl: -2.7115 2.2023 -0.1678
Cl: 1.1535 -2.6507 1.2222
Cl: 2.6775 -4.8997 -2.3308
Cl: -1.6195 -0.9127 -0.1198
N: -2.7915 -1.2027 4.0502
N: 1.1365 4.5083 -0.6488
N: 3.9995 -0.2567 0.7762
N: -3.0375 -2.5797 -4.3918
C: 2.4545 4.6803 -1.2208
C: -2.6805 -1.4717 -3.4508
C: -1.1465 1.6713 0.3142
C: 2.9265 0.8283 -1.2108
C: -3.0075 1.2793 4.5112
C: -3.9425 -0.6877 -2.9518
C: -4.3305 -2.5067 2.7342
C: 1.3275 5.1063 0.7572
C: -4.9215 -4.1737 -4.7158
C: -0.0215 5.2063 -1.4458
C: -1.2915 -2.6787 5.1942
C: -2.6755 -0.0437 5.0702
C: -0.8285 -3.0667 -4.9368
C: 6.0855 -1.6537 0.1132
C: 1.5365 -4.3007 -1.0178
C: -2.0745 -2.9177 -5.3118
C: 4.1325 0.6583 -0.2628
C: 3.7795 1.1513 2.8062
C: 3.1875 0.4143 1.7862
C: -4.1755 -1.5817 3.9262
C: 5.3555 -0.7047 1.1382
C: 2.2275 -3.3127 0.0042
C: -3.7225 -3.7457 -3.7898
C: -1.1585 0.3183 0.9982
C: -1.7295 -2.1677 4.1072
C: -0.2795 4.4953 -2.7428
C: 2.1645 4.1843 1.6982
C: 2.8015 5.8003 -1.8898
H: -1.3195 -2.2097 6.1032
H: 5.5945 -2.7077 0.2002
H: -0.6495 1.6873 -0.6128
H: -4.1895 -3.5107 2.9942
H: 4.9425 1.0783 3.1082
H: -0.3385 -2.6697 -4.0718
H: 0.3425 4.7003 -3.5388
H: -0.3295 3.4303 -2.5218
H: -4.4685 -4.8607 -5.6638
H: 0.6405 -3.7157 -1.2568
H: -1.8545 -2.8277 3.0792
H: 7.2035 -1.6637 0.4842
H: 0.2985 5.2793 1.2912
H: -4.8195 -0.7677 3.7852
H: 0.1415 6.1933 -1.5488
H: 4.9775 0.3183 -0.7918
H: 3.2975 5.4893 -2.7368
H: -1.3705 4.8263 -2.9688
H: -5.6155 -3.2827 -5.0418
H: 1.7655 6.0833 0.6462
H: 6.0145 0.2083 1.4532
H: 3.1785 4.0503 -0.8588
H: 5.2275 -1.3177 2.1362
H: 3.1735 1.1113 3.6682
H: -1.1055 -1.4157 3.7782
H: -4.3765 -1.9977 4.7742
H: 3.2595 4.5633 1.6852
H: 1.8855 4.3303 2.6882
H: -2.1605 -2.2007 -6.0438
H: -0.0105 -2.9097 -5.7078
H: -5.5055 -4.7667 -4.0308
H: -0.5715 2.3213 1.1552
H: -2.0315 -0.8427 -3.8518
H: 1.9535 1.2563 -0.9328
H: 3.0855 -3.7947 0.4432
H: -2.8115 -4.3687 -3.6878
H: -1.7395 0.1133 1.9232
H: -0.8085 -4.0607 -4.6038
H: 2.2715 3.9573 -1.9408
H: 2.3675 6.5143 -2.3888
H: 2.7355 -0.4077 2.5032
H: -4.1185 1.3213 4.3602
H: -4.6155 -1.3257 -2.1148
H: -3.6815 0.0653 -2.4878
H: 5.8205 -1.4737 -0.8718
H: -1.8085 -0.1367 5.5532
H: -3.8345 -2.0807 1.9872
H: -2.6515 1.4303 3.5182
H: 3.7445 2.1803 2.4062
H: -0.2105 -2.6887 5.0162
H: 4.2745 1.7383 0.1392
H: -1.3935 -3.6507 5.3502
H: -3.0745 2.0983 5.2042
H: -0.8925 5.0453 -0.9598
H: -2.1085 -1.9357 -2.6608
H: 2.0325 3.0923 1.4372
H: 2.6255 -0.1557 -1.7848
H: -0.2265 -0.0897 1.1812
H: -4.4465 -0.2167 -3.7858
H: 1.1285 -5.2437 -0.4438
H: 3.1765 1.2283 -2.1068
H: -5.3445 -2.4557 2.4662
H: 3.5045 6.2293 -1.2558
H: -2.3915 -3.6517 -6.1118
H: 2.1995 0.7583 1.4042
H: 2.6485 -2.5987 -0.5148
H: -3.3555 -0.3127 6.1122
H: -4.0795 -3.3717 -2.7378

Calculated values
Electronic energy   -3166.71134 a.u.
Net charge   0
HOMO-LUMO gap   7.97 eV
Energy above the lowest of the compared OMol25 structures with the same formula, charge and spin   1.740 eV

Entry 3:
The following is a DFT calculation (ωB97M-V with the def2-TZVPD basis set) of one molecule with the formula C19H21N3O6S.

Positions of all 50 atoms, in Å:
S: 2.6958 0.7158 1.1411
O: -3.4027 2.4098 -1.1548
O: -3.9267 1.4215 0.7916
O: 3.2905 1.7113 1.9832
O: 2.6910 -0.6430 1.6144
O: -4.3905 -1.6953 0.9678
O: 5.4509 -0.8942 -1.1401
N: 3.3675 0.8718 -0.3850
N: 0.0435 -1.6022 -0.7413
N: -4.0727 -0.5505 -0.9433
C: 3.1139 -0.2492 -1.2733
C: 0.6715 1.9792 -0.2586
C: -1.7816 -2.6101 1.0701
C: 4.1261 -1.3731 -1.0324
C: 0.4316 -2.4139 0.2305
C: -3.0684 1.9339 -0.0954
C: -5.3143 0.1758 -0.8150
C: -1.2365 -1.2846 -0.8295
C: -1.6516 1.7625 0.3215
C: -1.3123 0.9970 1.4357
C: -0.4462 -2.9520 1.1600
C: 5.6977 0.1313 -0.2032
C: 4.7502 1.3127 -0.4234
C: -5.2587 1.2140 0.3456
C: 0.9903 1.1748 0.8186
C: -2.2069 -1.7522 0.0541
C: 0.0168 0.7019 1.6791
C: -3.6456 -1.3435 0.0749
C: -0.6562 2.2677 -0.5128
H: 4.0232 -2.1555 -1.7860
H: 0.3145 0.0840 2.5113
H: -2.0890 0.6203 2.0825
H: -5.7796 0.8382 1.2255
H: -2.5161 -2.9812 1.7701
H: 1.4595 2.3466 -0.8953
H: 4.8746 2.0598 0.3595
H: -5.5081 0.6767 -1.7622
H: 2.0951 -0.6006 -1.1044
H: 5.5578 -0.2497 0.8199
H: -6.1135 -0.5372 -0.6026
H: 6.7374 0.4305 -0.3455
H: 3.2066 0.1179 -2.3007
H: -5.6955 2.1614 0.0172
H: -1.4676 -0.6179 -1.6517
H: -3.4118 -0.2022 -1.6177
H: 4.9305 1.7635 -1.4045
H: 3.9616 -1.7932 -0.0308
H: -0.0880 -3.6117 1.9337
H: -0.9474 2.8644 -1.3644
H: 1.4893 -2.6310 0.2664

Calculated values
Electronic energy   -1750.53447 a.u.
Net charge   0
HOMO-LUMO gap   9.00 eV
Energy above the lowest of the compared OMol25 structures with the same formula, charge and spin   1.413 eV

Entry 4:
The following is a DFT calculation (ωB97M-V with the def2-TZVPD basis set) of a 13-piece molecular cluster, C26H70Br2Cl2N27O16 overall.

Positions of all 143 atoms, in Å:
Br: -3.0087 -4.8405 0.2161
Br: -5.4837 -4.4804 -2.2066
Cl: -2.1163 1.0556 0.5923
Cl: -4.8391 -0.9302 0.2748
O: -4.2177 -10.1220 2.3387
O: 8.0375 8.4112 0.2889
O: 2.1165 1.5297 0.3546
O: 10.0575 12.1220 -0.0726
O: 1.1716 -5.2530 -0.2352
O: -4.5488 -2.4500 2.8663
O: 0.8926 -6.9790 -4.7761
O: -0.5150 -4.4826 -1.5432
O: -0.1838 4.2990 -0.6951
O: -4.4734 -6.3368 3.7772
O: 3.0864 2.3000 -4.4842
O: 4.3145 6.6883 0.7672
O: 4.6771 4.4281 3.7816
O: -3.7262 -2.4274 -2.7512
O: -7.3284 0.7064 -2.8874
O: -0.1222 -6.3146 2.8627
N: 4.6993 6.7194 3.6776
N: 2.6566 1.3386 -2.4720
N: 10.4354 12.8484 -2.1876
N: -1.1745 5.8992 -1.9655
N: 3.5213 2.3073 1.9730
N: 0.7594 -4.2589 2.5061
N: -6.3781 -7.2827 2.9899
N: -6.0750 -4.9809 2.9522
N: -7.8433 1.8064 -0.9677
N: 0.1393 -4.9298 4.6411
N: -2.9754 -2.8991 -0.0091
N: -1.5537 -2.7979 -3.4744
N: 2.2030 -8.8187 -5.0049
N: 4.8501 5.6177 5.6881
N: 8.3463 10.1363 1.7199
N: 5.2129 4.8756 -0.2285
N: 1.5486 3.3928 1.5184
N: 5.0731 6.8880 -1.3549
N: -8.2469 -2.3214 -2.4103
N: 1.4551 3.1789 -3.1662
N: -8.4371 2.6764 -3.0241
N: -2.0991 3.7834 -1.7550
N: 9.3402 10.8427 -1.7990
N: 2.4756 -7.3793 -3.2102
N: -3.2578 -11.4792 3.8848
N: -3.2984 -9.1797 4.1760
N: 6.3468 8.9670 1.6965
C: -2.4960 -3.0530 -2.4191
C: -1.0045 -0.1026 -0.2731
C: -1.7726 -1.0018 -1.2599
C: -4.4160 -2.5118 -0.3812
C: 0.0011 -0.6503 0.7313
C: -1.9284 -2.5148 -1.0737
C: 2.3837 2.3648 1.2324
C: -5.5869 -6.2159 3.2757
C: -3.6235 -10.2525 3.4009
C: -4.7801 -2.6429 -1.8842
C: 2.4442 2.2768 -3.4457
C: -0.5744 -3.2154 -0.8888
C: -7.2476 -1.8882 -1.7522
C: -5.8730 -1.6714 -2.3446
C: -7.8360 1.6694 -2.3295
C: -3.5409 -2.9943 2.4735
C: 4.7371 5.5309 4.3274
C: 7.6065 9.1273 1.1845
C: -0.4923 -6.8074 -0.9073
C: 4.8395 6.1790 -0.2241
C: 1.7999 -7.6835 -4.3627
C: 0.2377 -5.2426 3.3130
C: -1.1031 4.6516 -1.4244
C: 0.1431 -5.4500 -0.8496
C: -2.6281 -2.4250 1.3791
C: 9.9507 11.9498 -1.2760
H: -3.5682 -8.2735 3.8278
H: -7.2857 -7.2012 2.5739
H: 1.0026 -0.5201 0.3319
H: -1.3261 -0.8489 -2.2370
H: 5.7796 8.2273 1.3137
H: 4.6037 6.7316 2.6738
H: -6.0165 -8.1996 3.1928
H: 3.7514 2.9617 2.7126
H: -2.7737 -11.6101 4.7514
H: -8.2593 2.5835 -0.4914
H: 1.7608 4.0831 2.2148
H: -0.4259 0.6019 -0.8613
H: 10.8888 13.6660 -1.8283
H: -6.9626 -4.8245 2.5137
H: 9.2446 10.6793 -2.7820
H: -1.6547 -2.8543 1.6028
H: 0.9234 3.1676 -2.3120
H: 0.1700 -2.5606 -1.3316
H: 0.8527 -4.4911 1.5288
H: 5.0412 4.3444 0.6070
H: -5.0530 -3.2051 0.1554
H: -8.8658 3.4711 -2.5904
H: 9.2677 10.2861 1.3462
H: 3.2221 -7.9292 -2.8307
H: -7.4183 1.0783 -0.4283
H: -3.4920 -12.2799 3.3304
H: -0.0164 -0.0236 1.6159
H: -5.9558 -1.8856 -3.4075
H: -1.8804 -2.0287 -4.0449
H: 1.0481 -3.3591 2.8416
H: -5.5175 -0.6519 -2.2823
H: 2.1921 -6.5447 -2.7345
H: 5.4980 6.4980 -2.1741
H: 2.1629 1.3109 -1.5939
H: 2.9449 -9.4072 -4.6788
H: 1.7227 -9.0621 -5.8499
H: -1.9177 6.2010 -2.5654
H: -2.5438 -1.3476 1.4481
H: -5.4715 -4.2063 3.1664
H: 5.9712 9.5441 2.4229
H: 0.4344 -4.0551 5.0298
H: -0.0966 -1.6763 1.0579
H: -1.9920 2.8720 -1.3554
H: -2.6610 -4.1244 -2.3852
H: -8.4535 2.5988 -4.0232
H: -0.2397 -5.6307 5.2491
H: -0.8048 -7.1290 0.0800
H: 4.1634 1.5671 1.7635
H: 8.0122 10.7570 2.4305
H: 3.3700 0.6587 -2.6485
H: 10.3605 12.7270 -3.1785
H: 4.8859 4.7599 6.2037
H: -8.0068 -2.4782 -3.3876
H: -1.3544 -6.7774 -1.5695
H: -2.8762 3.9859 -2.3536
H: 4.7582 7.5915 4.1651
H: 4.8076 7.8540 -1.3582
H: -0.4364 6.5404 -1.7415
H: 8.9790 10.1584 -1.1539
H: 0.7089 3.4893 0.9715
H: -0.2813 -3.3444 0.1460
H: -1.4950 -3.6010 -4.0829
H: 4.9064 6.4865 6.1828
H: -2.8282 -9.2470 5.0575
H: -2.7721 -0.5887 -1.3743
H: 5.6460 4.4314 -1.0139
H: -3.2010 -3.9191 2.9591
H: -7.3859 -1.6928 -0.6912
H: 1.2662 3.8855 -3.8499
H: 0.1888 -7.5203 -1.3613

Calculated values
Electronic energy   -9783.61113 a.u.
Net charge   +1
HOMO-LUMO gap   6.11 eV
Energy above the lowest of the compared OMol25 structures with the same formula, charge and spin   0.463 eV

Entry 5:
The following is a DFT calculation (ωB97M-V with the def2-TZVPD basis set) of C2H2FLi2O2 as an isolated structure.

Positions of all 9 atoms, in Å:
F: -0.8745 -0.8915 0.0641
O: 2.3856 -0.6165 0.0896
O: -0.4003 1.2889 -0.0483
C: -2.6080 0.5849 0.2982
C: -1.2213 0.4252 0.0430
Li: 1.0803 -1.7697 -0.0482
Li: 1.6016 1.2266 -0.0481
H: 3.2900 -0.8901 0.2435
H: -3.2533 0.6422 -0.5938

Calculated values
Electronic energy   -342.55954 a.u.
Net charge   +1
HOMO-LUMO gap (alpha / beta)   7.24 / 7.25 eV

Entry 6:
The following is a DFT calculation (ωB97M-V with the def2-TZVPD basis set) of an isolated ion of composition C2H9NP and charge +1.

Positions of all 13 atoms, in Å:
P: -2.1694 0.2186 0.2277
N: 0.7345 -1.3994 0.1891
C: 0.6750 1.1615 0.2360
C: -0.0003 -0.1339 -0.2768
H: 1.6478 0.9101 0.5082
H: 0.0071 -0.2257 -1.3032
H: 0.7549 1.9601 -0.5322
H: -2.5203 -0.8465 -0.6581
H: 0.0174 -2.0494 0.3572
H: -1.9478 1.4032 -0.3805
H: 1.0954 -1.0544 1.0911
H: 1.4652 -1.5986 -0.5206
H: 0.2403 1.6546 1.0621

Calculated values
Spin multiplicity   3
Electronic energy   -477.22750 a.u.
Net charge   +1
HOMO-LUMO gap (alpha / beta)   6.70 / 7.17 eV
Energy above the lowest of the compared OMol25 structures with the same formula, charge and spin   0.897 eV

Entry 7:
The following is a DFT calculation (ωB97M-V with the def2-TZVPD basis set) of a 2-piece molecular cluster, C25H26N overall.

Positions of all 52 atoms, in Å:
N: -1.0633 6.2909 3.6313
C: -1.1854 3.0223 -1.0407
C: -3.8309 -0.3244 0.1371
C: -4.0640 4.6156 2.6435
C: 1.4347 5.1278 -2.8258
C: 0.6158 4.7949 4.6558
C: -2.1479 1.0685 1.2467
C: -0.2829 7.4904 3.8779
C: 0.6056 3.5665 0.5154
C: -1.1509 2.0779 1.3117
C: 0.7178 4.3419 -1.7730
C: 1.2435 4.2874 -0.4742
C: -2.3293 6.2662 3.0561
C: -3.5815 -0.4544 2.5348
C: -2.7531 4.9038 3.0460
C: -4.8980 5.6750 2.2700
C: -5.4223 -1.7756 1.4671
C: -2.5486 0.4628 2.4817
C: -4.4495 7.0122 2.2759
C: -4.2623 -0.8347 1.3701
C: -3.1455 7.3218 2.6859
C: -1.6812 4.1394 3.6020
C: -0.6665 5.0243 3.9611
C: -2.7487 0.5399 0.0598
C: -0.4886 3.6794 -2.0435
C: -0.6238 2.8757 0.2654
H: -2.1661 2.6019 -1.2578
H: -2.3293 0.7800 -0.9162
H: -2.0098 0.7256 3.3945
H: -3.8915 -0.8838 3.4894
H: -0.8823 3.7007 -3.0634
H: 1.4316 6.1998 -2.5822
H: 1.0581 3.4823 1.5061
H: 0.6744 7.4480 3.3379
H: -5.1099 -2.7775 1.7926
H: 0.6915 5.3840 5.5859
H: -2.7631 8.3429 2.7249
H: -0.5995 2.1255 2.2547
H: 2.1763 4.8155 -0.2620
H: -4.3997 3.5723 2.6612
H: -0.0722 7.6290 4.9501
H: 1.4793 5.0488 4.0221
H: -6.1439 -1.4162 2.2123
H: -1.6972 3.0753 3.7931
H: -0.8497 8.3518 3.5161
H: -5.9237 5.4707 1.9594
H: 2.4878 4.8262 -2.8998
H: 0.9704 4.9990 -3.8082
H: 0.6848 3.7323 4.9158
H: -5.9351 -1.8784 0.5057
H: -5.1209 7.8112 1.9658
H: -4.3562 -0.6290 -0.7721

Calculated values
Electronic energy   -1022.75404 a.u.
Net charge   +1
HOMO-LUMO gap   4.65 eV
Energy above the lowest of the compared OMol25 structures with the same formula, charge and spin   0.000 eV

- The lowest electronic energy belongs to which entry?
  C26H70Br2Cl2N27O16